# 1
The following is a DFT calculation (wB97M-V/def2-TZVPD) of a 5-piece molecular cluster, C18H33FN3O14P overall.

Summary:
**LUMO level**: -0.1 eV
**Calculated total energy**: -64343.221 eV
**SMILES string**: N#C[C@H](CCF)[C@@H](C#N)P(=N)(O)O.COC(=O)OC.COC(=O)OC.COC(=O)OC.COC(=O)OC
**E_HOMO**: -0.37604 Eh
**Gap between HOMO and LUMO**: 10.1 eV

ORCA input file:
```
! RIJCOSX wB97M-V def2-TZVPD def2/J DEFGRID3
* xyz 0 1
H 4.56055 0.31920 3.47395
H 0.66922 -0.51880 5.82284
C -2.94791 4.59081 -1.70351
C 1.17505 0.35630 5.42572
H 2.32029 -5.31597 2.14788
O 3.87103 -1.54046 3.04077
H 3.74307 -5.37349 3.20976
O 0.18484 1.37159 5.26105
O 1.80305 2.74577 4.48630
C -1.69080 -2.89447 -4.76059
H -1.21979 -3.94132 -2.00554
H -0.42289 -0.59661 -4.56192
H -4.83989 -5.25249 1.39037
C -0.02182 4.64529 4.10152
O 5.32517 -3.26272 2.87617
O -2.80502 -5.55829 1.09182
C -0.55871 4.77721 -0.83652
N -1.00048 1.60456 -2.37282
O -0.99755 -2.41759 -3.72873
H -0.00426 -3.20850 -0.95043
O 2.89298 3.29244 -2.10774
O -1.67851 -4.22663 -4.68033
H -3.75319 3.85734 -1.73858
H -2.30550 -5.95102 -5.53245
H 0.66353 5.16990 4.76495
H -0.94981 5.20618 4.03183
H -4.41909 -6.64693 0.36161
H -3.45062 -4.60437 -5.69892
N 1.94003 5.71389 -2.24326
H 5.67385 -0.65303 2.49312
H -1.97079 -4.65028 -6.69465
H -2.36790 5.06998 0.25950
C -2.64210 -4.73966 0.04895
N 0.63170 5.67140 1.30926
H -2.10376 3.38772 -0.09259
P 1.65410 4.21057 -2.45871
C -2.02288 4.38686 -0.51722
O 3.09667 -3.49905 2.58189
H 1.62651 0.10153 4.46828
O -0.36669 3.35833 4.63625
C 0.32168 3.58254 -1.32603
H 0.51296 4.21845 -4.27114
O 1.29607 3.75504 -3.94419
C -4.13246 -6.06490 1.23548
H -1.64904 -2.54162 -0.98569
H -0.34149 -0.73865 -2.79714
H -4.12087 -6.70742 2.11112
H 3.52994 3.79002 -1.57581
C -0.46044 2.52489 -1.94385
H -2.42429 4.55873 -2.66262
H 5.48271 -0.98645 4.23528
H 0.83670 3.18091 -0.45253
H 1.85700 6.25533 -3.09487
O -2.23579 -2.24381 -5.61194
H 3.93798 -5.04085 1.46820
C -1.05796 -3.45285 -1.05618
C 3.30202 -4.89287 2.33874
C 0.65510 2.52078 4.77331
C 4.97319 -0.67503 3.32545
O -1.37527 -4.34106 0.02731
C 4.21035 -2.81386 2.83714
H -1.91413 -0.55307 -3.58185
C -2.39997 -4.88608 -5.72277
H 0.41226 4.55191 3.11405
H -0.55092 5.60860 -1.54169
C -0.92337 -0.98319 -3.67565
C 0.06782 5.28213 0.39069
F -3.54122 5.85571 -1.61110
H 1.94092 0.67365 6.13137
O -3.50114 -4.42214 -0.73234
*
```



# 2
The following is a DFT calculation (wB97M-V/def2-TZVPD) of C4H11N3O in the gas phase.

Summary:
**LUMO level**: 0.7 eV
**Calculated total energy**: -10841.943 eV
**SMILES string**: C/N=C(/N)C[NH2+]C[O-]
**E_HOMO**: -0.32281 Eh
**Gap between HOMO and LUMO**: 9.5 eV

ORCA input file:
```
! RIJCOSX wB97M-V def2-TZVPD def2/J DEFGRID3
* xyz 0 1
C 0.03860 -0.86632 0.53043
H 0.71788 -1.14633 1.33571
H 2.17742 0.63905 0.42798
H 1.77121 -1.44971 -0.86451
H -3.35002 0.31598 -0.93687
C -0.75470 0.38569 0.89096
H -0.64202 -1.70388 0.37389
H -0.78075 1.88072 2.25720
N -1.73231 0.87126 0.23823
H -2.02674 -0.84329 -1.05062
H 0.59715 0.88174 2.36774
H 0.30091 -0.46463 -1.49971
O 3.04181 -0.85839 -0.76261
C -2.26240 0.22553 -0.94246
H 2.13419 0.94352 -1.34228
N 0.86184 -0.69292 -0.68132
C 2.18173 0.15665 -0.56786
H -1.91428 0.74252 -1.84446
N -0.35952 0.98279 2.07060
*
```



# 3
The following is a DFT calculation (wB97M-V/def2-TZVPD) of C4H7NO in the gas phase.

Summary:
**LUMO level**: 1.0 eV
**Calculated total energy**: -7794.095 eV
**SMILES string**: C[C@@]12C[C@@H]1N2O
**E_HOMO**: -0.30306 Eh
**Gap between HOMO and LUMO**: 9.3 eV

ORCA input file:
```
! RIJCOSX wB97M-V def2-TZVPD def2/J DEFGRID3
* xyz 0 1
N -0.90095 -0.98047 0.29678
H 0.79900 1.79229 -0.43840
H -0.00302 1.16581 -1.90259
C 1.30506 -0.95472 0.18067
O -2.11033 -0.26194 0.16738
C 0.39590 -0.43419 1.23677
H 2.22336 -0.41454 -0.02624
H 1.33164 -2.02975 0.03047
C 0.12785 -0.18496 -0.22752
C -0.02317 1.17495 -0.81218
H -0.96616 1.61826 -0.47900
H -2.77718 -0.96593 0.17199
H 0.59801 0.47519 1.80187
*
```



# 4
The following is a DFT calculation (wB97M-V/def2-TZVPD) of C22H29NO4 in the gas phase.

Summary:
**LUMO level**: 0.6 eV
**Calculated total energy**: -32967.046 eV
**SMILES string**: CCOc1ccc([C@@H](CC(=O)O)NC(=O)[C@]23C[C@H]4C[C@H](C[C@H](C4)C2)C3)cc1
**E_HOMO**: -0.31328 Eh
**Gap between HOMO and LUMO**: 9.1 eV

ORCA input file:
```
! RIJCOSX wB97M-V def2-TZVPD def2/J DEFGRID3
* xyz 0 1
H 1.44401 -1.40942 -0.11942
C -4.30934 -1.08328 -0.71638
H 2.96225 -2.07940 1.78513
H 2.10621 -1.15117 -1.73382
C -3.58418 -0.99762 0.46778
H 4.30714 -0.15331 2.59315
C -2.86934 0.59067 -1.68398
C 2.58907 0.43031 -0.34514
H -7.20168 -2.40974 1.83446
C 1.38890 1.29420 -0.74435
H -6.15232 -1.01753 1.52665
H -7.55695 -1.30236 0.50087
C 3.53838 -1.88405 -0.28932
H -0.58323 3.51894 0.66153
C 3.81298 0.89311 -1.14195
C -6.76111 -1.78806 1.05981
C -2.69905 3.24670 0.57272
H -2.59540 1.21006 -2.52510
H -1.98315 -0.06474 1.50230
H -1.22807 2.24079 1.72465
H 3.08019 1.63468 1.37927
H 6.19535 -0.38716 0.99689
C -3.93174 -0.27949 -1.79414
O 1.45461 2.18744 -1.56208
H 0.21026 0.23920 0.56637
C -2.14957 0.68910 -0.49875
H 4.00067 1.94783 -0.93366
O -3.60656 3.08368 1.34307
C 2.31695 -1.04495 -0.66722
C 3.82069 -1.73112 1.20492
H 5.62257 -2.02575 -0.83338
C 5.03028 0.05179 -0.76980
C 5.31960 0.20533 0.72233
H -0.87274 2.20957 -1.31543
H 5.89614 0.39383 -1.34700
N 0.23426 0.98479 -0.10916
H 4.56190 -1.53479 -2.15751
C -2.51931 -0.11989 0.56554
H 4.68102 -2.34337 1.48391
H -3.74460 4.25213 -0.66584
H -4.49567 -0.35697 -2.71015
H -3.83660 -1.60215 1.32451
O -5.36429 -1.90896 -0.94499
C 4.10525 -0.26325 1.52126
C -5.92369 -2.65098 0.12051
C 4.75272 -1.41617 -1.08877
H 3.33367 -2.93676 -0.51611
H 5.53587 1.25059 0.95359
C -1.01140 1.67070 -0.37250
C -1.30363 2.70469 0.74130
H -5.14200 -3.18689 0.67323
C 2.88653 0.58367 1.15237
H 2.03133 0.26476 1.75387
H -6.56104 -3.39033 -0.37269
O -2.83349 3.93508 -0.56445
H 3.60132 0.80597 -2.20892
*
```



# 5
The following is a DFT calculation (wB97M-V/def2-TZVPD) of C7H17NO3Si in the gas phase.

Summary:
**LUMO level (alpha / beta)**: 0.7 / -3.1 eV
**Expectation value of S²**: 2.007
**Calculated total energy**: -23038.865 eV
**E_HOMO (alpha / beta)**: -0.28386 / -0.37162 Eh
**Gap between HOMO and LUMO (alpha / beta)**: 8.5 / 7.0 eV

ORCA input file:
```
! RIJCOSX wB97M-V def2-TZVPD def2/J DEFGRID3
* xyz 0 3
H 0.45307 -2.24074 -2.01681
H -1.54150 -3.41069 -0.12822
H -1.17495 0.91472 2.41440
H -2.39162 -1.31987 -0.70900
H -0.09835 -1.27705 0.94453
C 0.26806 -1.09951 -0.06013
H -2.10651 -2.19065 -2.31147
C -0.31013 1.68678 2.48108
Si 0.23896 1.70237 0.62263
H -0.41932 -4.31679 -1.25067
C -0.27790 -2.01427 -1.13865
H -1.78443 2.04358 -0.79621
C -0.98620 2.77821 -0.40657
H 0.55730 1.56705 3.18774
H -0.61591 2.67768 2.71306
C -0.45625 -3.43413 -0.42731
H -1.64976 -0.32354 -1.93970
O -0.01774 0.27084 -0.26390
N 1.75752 -1.25320 0.04824
H 2.24510 2.67291 -0.79213
C 2.09469 2.34521 0.30257
H -0.60674 3.34372 -1.26776
O 2.45180 -0.50044 -0.64878
C -1.66059 -1.43162 -1.56577
H 2.82727 1.69452 0.69498
H -1.55464 3.47159 0.22220
H 2.29096 3.26953 0.92207
O 2.20739 -2.01310 0.85906
H 0.26039 -3.61312 0.31054
*
```



# 6
The following is a DFT calculation (wB97M-V/def2-TZVPD) of C23H23ClN4PtS as an isolated structure.

Summary:
**LUMO level (alpha / beta)**: -1.1 / -1.1 eV
**Calculated total energy**: -56786.938 eV
**E_HOMO (alpha / beta)**: -0.23250 / -0.23249 Eh
**Gap between HOMO and LUMO (alpha / beta)**: 5.2 / 5.2 eV

ORCA input file:
```
! RIJCOSX wB97M-V def2-TZVPD def2/J DEFGRID3
* xyz 0 1
C 0.78290 4.30150 -0.28130
H 3.12870 -0.24060 4.27950
N 0.65400 4.74220 -1.54790
H 4.95960 0.06320 -3.96120
C -2.81960 4.15330 -0.08580
N 0.37650 5.25730 0.56850
H 1.55080 5.76240 2.22370
H -0.20940 5.74360 2.48810
H -1.02520 -0.53930 5.27040
H 0.88530 7.22760 0.08450
C 3.01480 0.02960 -3.05990
H 0.68550 4.21330 2.31790
C -2.76640 3.43160 1.10010
C -2.07430 2.23520 -1.30490
H -1.63390 -0.27310 2.91970
C 2.98270 -0.01000 -0.64420
H 4.89210 -0.09630 0.32110
H 2.49040 0.03750 -4.00660
C 5.08030 -0.03890 -1.82300
C 0.09800 6.49470 -0.13090
N 2.23390 0.00680 0.48070
C 0.38650 -0.07040 2.23980
H -0.86450 6.89880 0.18820
N 2.71110 -0.03680 1.68380
Pt 0.26450 0.46420 0.28800
H -1.80170 -0.42560 -1.14930
H -3.03780 3.89750 2.03540
H -0.91800 6.06350 -2.02460
C 2.08790 -0.23450 3.99370
C -0.58850 -0.23290 3.19370
C 0.61570 5.24660 1.98000
H -2.24360 -0.55670 0.58950
C 1.08630 -0.36780 4.92980
H 0.71930 6.72400 -2.22910
Cl -3.33600 5.81110 -0.06260
C 4.38840 -0.05890 -0.63310
H 1.34030 -0.48110 5.97470
C -2.38960 2.11000 1.07360
C -2.47710 3.55250 -1.28740
C -2.02670 1.45660 -0.12820
S 1.48560 2.86700 0.15850
H -1.81640 1.78370 -2.25250
C -0.24620 -0.38890 4.53670
C 4.40540 0.02230 -3.03670
C 1.76280 -0.10450 2.63340
H 6.16120 -0.07500 -1.81150
H -2.36730 1.55220 1.99560
C -1.72090 0.03220 -0.15770
H 1.20610 0.00040 -1.87230
H -2.55210 4.10790 -2.20910
C 0.09540 6.07440 -1.60980
C 2.30610 0.01000 -1.88040
H 0.76700 4.14440 -2.34650
*
```



# 7
The following is a DFT calculation (wB97M-V/def2-TZVPD) of C30H47Cl3IrN3O6Si as an isolated structure.

Summary:
**LUMO level (alpha / beta)**: -0.7 / -1.8 eV
**Expectation value of S²**: 6.018
**Calculated total energy**: -96904.128 eV
**E_HOMO (alpha / beta)**: -0.26977 / -0.27139 Eh
**Gap between HOMO and LUMO (alpha / beta)**: 6.7 / 5.6 eV

ORCA input file:
```
! RIJCOSX wB97M-V def2-TZVPD def2/J DEFGRID3
* xyz 0 5
C -0.96425 -1.36594 -2.52409
H 1.73612 -4.72847 -0.66415
H -0.05670 4.08303 5.53380
H 2.33706 2.43721 3.44404
H -1.14548 4.35411 4.16976
C 0.61117 -3.02569 -1.40292
C 0.72000 -3.79527 3.23703
H 1.20583 3.97427 -4.06566
Cl -0.35889 0.89511 -1.15109
C -0.38585 4.67967 -0.51589
C 3.87859 -1.68658 -1.96188
H 3.09191 1.39612 -2.89854
Si 0.60597 3.55999 -1.73338
C -0.11884 4.19479 4.46197
H -2.38446 -0.90479 -5.47201
N 0.33518 2.98517 3.78156
H -0.29186 -3.43047 3.45801
C -0.34094 -4.78772 -0.02703
H -2.46050 -0.34699 4.61568
Ir -0.25283 2.63722 0.24012
H 0.04375 -1.91839 -6.38336
Cl -2.65372 2.74993 0.17196
C -3.01742 0.00785 2.57432
H 1.46951 -2.52076 -1.85765
H -6.00262 1.25678 1.50423
H 0.18852 5.59438 -0.77555
H 0.48027 -3.64519 -6.12754
H 4.73061 -1.57286 -2.64392
C -0.92234 -1.50147 -4.05381
H -2.22175 0.23133 -4.12090
N 1.47285 -2.73338 2.61497
C 2.81020 -2.43017 3.06972
N 3.14495 -0.43623 -1.85264
H 3.56335 -2.82871 2.37317
H 1.94354 0.15341 -3.46747
H 0.64288 -4.66429 2.56553
H -0.60509 4.02526 -3.88126
O 0.36790 1.67077 1.94068
H -0.42306 -3.59534 -3.92247
H -2.44628 -4.52095 0.51905
H 0.42659 5.37542 -3.27234
H 3.23489 -2.48569 -2.36380
H -2.66308 -2.37291 -0.75154
H 1.24335 -4.08075 4.15711
H -0.24085 -5.73629 0.50284
H 0.44133 5.07557 4.15251
H -1.60825 -0.55539 -2.14875
O -1.45560 -0.17443 0.84807
C -1.66000 -0.41814 -4.81497
H 2.94335 -2.89881 4.04845
O 2.17174 1.08153 -0.44075
C 0.36055 4.27900 -3.42387
O 1.45092 -0.93677 1.20501
C -1.71237 -2.93437 -0.73424
H -1.45898 4.75986 -0.71798
C -5.38127 1.07937 3.56840
H -1.09764 3.15708 2.28745
H -4.56133 0.68267 5.52832
H -0.16361 4.51959 0.59429
C 2.86468 0.08415 -0.62426
H 1.32572 1.22443 4.25396
C -3.21636 0.06039 3.95274
C 2.39449 3.71786 -1.24856
C -4.40055 0.61014 4.45903
H -1.18161 -3.18387 -6.62170
C -1.70403 -0.51086 2.03317
H 1.86926 2.68115 5.17260
O -1.01027 -1.21873 2.82937
C 1.54675 2.29776 4.19976
Cl -6.76572 1.87170 4.18080
C -0.66803 -2.43924 -1.55949
H 2.76629 2.87180 -0.66321
C -5.22324 0.92658 2.18077
C 0.76113 -4.22570 -0.68631
H 3.33689 -0.44675 0.22172
H -3.88022 0.23107 0.62594
H -0.97177 0.24055 -5.37522
C -0.65639 -2.77222 -4.58987
O 0.15251 -0.87624 -3.30088
H 2.95338 3.80883 -2.18593
C 0.93464 -1.97031 1.63285
H 0.01071 -2.40653 1.19182
H 2.93859 -1.34387 3.13724
C 2.94559 0.32923 -3.06872
H 4.22978 -1.99482 -0.96239
H 2.46911 4.64424 -0.66500
C -0.15882 2.61595 2.61340
H 3.67073 -0.03553 -3.79806
C -1.57612 -4.12394 -0.02141
C -4.04129 0.36391 1.69235
C -0.31285 -2.89439 -6.00314
*
```